1.
{
  "formula": "C3H6N2O3",
  "method": "ωB97M-V with the def2-TZVPD basis set",
  "species": ["O", "O", "O", "N", "N", "C", "C", "C", "H", "H", "H", "H", "H", "H"],
  "positions_angstrom": [[-1.833472, 0.328676, -0.036131], [0.409871, 1.037891, 0.608061], [-0.381562, -1.084633, 0.953647], [1.542972, 0.662548, -0.108546], [0.680715, -1.584566, -0.006377], [-0.804720, 1.303315, -0.040934], [1.596810, -0.694096, -0.201374], [-1.468939, -1.019893, -0.052427], [-1.092773, 2.177914, 0.386810], [-2.471382, -1.387894, 0.134549], [-0.378432, 1.281798, -1.118145], [2.784049, -0.832467, -0.275964], [-1.089696, -1.368922, -1.168343], [2.506553, 1.180333, 0.925172]],
  "forces_ev_per_a": [[0.292, 1.588, 0.779], [-0.324, 1.460, 2.327], [-0.954, -2.855, -4.225], [1.446, 2.757, 3.921], [1.769, 0.457, 1.892], [3.012, -3.582, -4.915], [2.950, -0.901, 1.264], [0.748, 1.421, -1.446], [-1.634, 2.408, 0.748], [0.402, -1.441, 0.711], [-1.359, 1.134, 0.855], [-2.767, -1.113, -1.066], [-0.760, 0.705, 2.960], [-2.820, -2.039, -3.806]],
  "energy_ha": -452.809232,
  "de_lowest_kj_mol": 1028.6,
  "e_lumo_ev": -0.63,
  "orbital_gap_ev": 8.7,
  "homo_ev": -9.28
}


2.
{
  "formula": "C3H6N2O3",
  "method": "ωB97M-V with the def2-TZVPD basis set",
  "species": ["O", "O", "O", "N", "N", "C", "C", "C", "H", "H", "H", "H", "H", "H"],
  "positions_angstrom": [[-0.681952, 0.994750, 1.198490], [1.646508, 1.133238, 1.539052], [1.523165, 1.204481, -0.576923], [0.766633, 0.089689, -0.401272], [-1.475080, -0.542154, -0.153832], [-0.415937, 0.170875, 0.103787], [0.420615, 1.392064, 1.906577], [-1.162109, -1.592398, -1.171046], [-1.749932, -1.080524, -2.136848], [2.197552, 1.117271, 0.222430], [0.937224, -0.623564, -1.205573], [-0.114376, 2.052510, 2.738404], [-1.947941, -2.420010, -0.686303], [0.055629, -1.896229, -1.376944]],
  "forces_ev_per_a": [[3.027, 0.818, 0.346], [-6.045, 1.583, 6.835], [2.113, 0.566, -1.117], [3.374, -2.316, -3.616], [3.450, -0.041, -0.355], [-5.958, -1.490, 1.132], [2.354, -0.012, -1.606], [-2.965, 0.179, -0.618], [2.000, -2.051, 1.814], [-1.724, 0.499, -2.340], [-0.691, 2.069, 2.184], [2.267, -1.223, -1.148], [2.789, 1.254, -2.053], [-3.992, 0.166, 0.542]],
  "energy_ha": -452.933802,
  "de_lowest_kj_mol": 701.6,
  "e_lumo_ev": 0.33,
  "smiles": "C/N=C(\\NO)OC=O",
  "orbital_gap_ev": 8.9,
  "homo_ev": -8.62
}


3.
{
  "formula": "C3H6N2O3",
  "method": "ωB97M-V with the def2-TZVPD basis set",
  "species": ["O", "O", "O", "N", "N", "C", "C", "C", "H", "H", "H", "H", "H", "H"],
  "positions_angstrom": [[-2.180616, 0.072993, -0.038710], [-0.710066, 1.728978, 0.414440], [2.156751, 0.545397, 0.061682], [0.260757, -1.478976, 0.072063], [0.001269, -0.635322, 1.231596], [-1.050176, 0.456417, 0.131403], [1.432340, 0.412998, -0.921722], [0.255070, -0.432459, -0.953907], [-0.589658, -2.028291, -0.044704], [-1.501904, 2.284014, 0.335287], [-0.339053, -1.187315, 2.020144], [1.490820, 1.141055, -1.750276], [-0.126908, -0.747658, -1.919304], [0.901372, -0.131830, 1.362008]],
  "forces_ev_per_a": [[0.308, -0.102, 0.380], [0.271, 0.344, 0.201], [-0.227, -0.328, -0.810], [0.188, 0.049, 0.089], [0.296, -0.169, -0.865], [0.430, -0.293, -1.978], [0.046, 1.135, 0.806], [-1.418, -0.310, 1.821], [0.080, 0.143, -0.057], [-0.031, -0.258, 0.119], [0.281, 0.318, -0.007], [0.326, -0.203, -0.149], [0.009, 0.133, 0.005], [-0.559, -0.459, 0.446]],
  "energy_ha": -453.048656,
  "de_lowest_kj_mol": 400.0,
  "e_lumo_ev": 0.45,
  "orbital_gap_ev": 9.5,
  "homo_ev": -9.03
}


4.
{
  "formula": "C3H6N2OS",
  "method": "ωB97M-V with the def2-TZVPD basis set",
  "species": ["S", "O", "N", "N", "C", "C", "C", "H", "H", "H", "H", "H", "H"],
  "positions_angstrom": [[2.327414, -0.066657, -0.127349], [-0.562996, 1.207049, 2.590419], [-0.971759, -0.055384, -0.593526], [0.886395, -0.584296, 0.898237], [-1.069119, 0.811945, 1.589448], [-0.424935, -0.187461, 0.520852], [-0.415027, -0.758926, -1.732846], [-1.068595, -0.593883, -2.814142], [0.838083, -0.019332, 1.936625], [0.571559, -0.041881, -1.877566], [-0.266902, -2.138645, -1.637825], [2.193373, 1.252855, -0.148126], [-2.037490, 1.174615, 1.395800]],
  "forces_ev_per_a": [[-1.368, -1.200, 1.446], [1.620, -0.243, 0.803], [-1.658, -2.123, -1.349], [-0.235, 2.248, 2.756], [0.332, -1.513, -0.845], [1.341, 2.973, 1.277], [0.893, -0.200, -3.120], [1.555, -0.485, 3.479], [1.375, -2.053, -3.113], [-1.842, -2.806, -0.328], [-0.049, 4.659, 0.022], [-0.299, 0.531, 0.110], [-1.666, 0.213, -1.139]],
  "energy_ha": -700.691137,
  "de_lowest_kj_mol": 520.0,
  "e_lumo_ev": -0.26,
  "orbital_gap_ev": 8.9,
  "homo_ev": -9.17
}


5.
{
  "formula": "C3H6N2OS",
  "method": "ωB97M-V with the def2-TZVPD basis set",
  "species": ["S", "O", "N", "N", "C", "C", "C", "H", "H", "H", "H", "H", "H"],
  "positions_angstrom": [[1.574170, 1.210948, -0.010688], [-2.445676, -1.159068, 0.185640], [1.980144, -1.427319, 0.154178], [-0.275996, -0.707125, -0.377622], [-2.042671, 1.376914, 0.103409], [1.035891, -0.327286, -0.028670], [-1.587554, -0.199601, -0.102429], [-1.385589, 2.100978, -0.618187], [-0.457159, -1.836807, -0.939975], [-1.899808, 1.570632, 1.345998], [-3.090850, 1.515128, -0.235285], [2.958149, -1.108987, 0.389127], [1.890907, -2.502618, 0.474460]],
  "forces_ev_per_a": [[-0.110, 0.219, 0.314], [3.662, 4.933, -2.048], [0.193, -0.791, 0.852], [-0.699, -3.945, -2.225], [2.580, -0.364, 0.395], [0.648, -2.507, -0.309], [-3.513, -2.962, 2.645], [-1.270, -1.801, 2.297], [0.947, 4.513, 2.894], [-0.363, -0.279, -3.832], [0.626, -0.573, 0.623], [-1.880, -0.120, -0.530], [-0.820, 3.679, -1.078]],
  "energy_ha": -700.751893,
  "de_lowest_kj_mol": 360.5,
  "e_lumo_ev": 0.15,
  "smiles": "CC(=O)NC(N)=S",
  "orbital_gap_ev": 9.0,
  "homo_ev": -8.86
}


6.
{
  "formula": "C3H6N2OS",
  "method": "ωB97M-V with the def2-TZVPD basis set",
  "species": ["S", "O", "N", "N", "C", "C", "C", "H", "H", "H", "H", "H", "H"],
  "positions_angstrom": [[0.027220, 1.593821, -0.572276], [0.238153, -1.822872, 0.007318], [-0.388705, -1.394362, 1.176433], [-1.162981, 1.082240, 0.688784], [1.365367, -0.883341, -0.420810], [-1.142381, -0.167101, 1.203225], [0.781935, 0.257370, -1.311514], [-1.222684, -2.181081, 1.507708], [-1.990027, -0.362727, 1.955880], [1.615535, 0.721466, -1.954833], [2.179361, -1.572592, -0.699147], [0.248074, -0.179638, -2.141100], [1.661282, -0.400309, 0.547443]],
  "forces_ev_per_a": [[-1.839, 1.289, 2.394], [1.059, 0.811, -1.340], [-3.644, -0.509, 1.390], [1.735, -4.279, -0.033], [-1.658, 0.323, 2.660], [-1.493, 2.256, -0.290], [2.963, -2.470, -2.102], [3.548, 2.472, -1.641], [1.348, 0.712, -0.899], [-0.656, -0.332, 1.298], [-0.567, 0.588, -0.712], [-0.910, -0.474, 0.027], [0.116, -0.387, -0.753]],
  "energy_ha": -700.692299,
  "de_lowest_kj_mol": 517.0,
  "e_lumo_ev": 0.66,
  "smiles": "C1=NSCCON1",
  "orbital_gap_ev": 8.9,
  "homo_ev": -8.27
}


7.
{
  "formula": "C3H6N2OS",
  "method": "ωB97M-V with the def2-TZVPD basis set",
  "species": ["S", "O", "N", "N", "C", "C", "C", "H", "H", "H", "H", "H", "H"],
  "positions_angstrom": [[1.213793, 3.448265, -0.937891], [-0.210114, -0.145258, -1.374935], [0.667228, 0.932001, -1.572586], [-0.863680, 0.675616, 1.888959], [-1.064113, 1.476923, 1.022363], [0.410471, -1.056494, -0.436913], [0.579232, 2.005523, -0.863161], [-1.785691, 2.124263, 0.807870], [-0.262320, -1.752252, -0.046609], [0.627171, -0.557230, 0.415757], [1.365564, 0.679527, -2.385424], [1.335426, -1.549001, -0.827860], [-1.476693, 0.415209, 2.584821]],
  "forces_ev_per_a": [[0.553, 0.885, -0.022], [0.539, -0.498, 0.456], [1.262, -2.032, -2.321], [2.363, -0.824, -1.006], [3.444, -1.331, -1.088], [1.045, -0.349, -2.416], [-1.324, -0.487, 1.256], [-3.123, 2.855, -1.051], [-1.563, -1.407, -0.402], [1.217, 2.049, 2.476], [-1.715, 1.154, 2.102], [-0.834, 0.364, -0.028], [-1.865, -0.380, 2.044]],
  "energy_ha": -700.606091,
  "de_lowest_kj_mol": 743.3,
  "e_lumo_ev": [0.46, -0.20],
  "orbital_gap_ev": [7.8, 7.2],
  "homo_ev": [-7.36, -7.38]
}


8.
{
  "formula": "C3H6N2OS",
  "method": "ωB97M-V with the def2-TZVPD basis set",
  "species": ["S", "O", "N", "N", "C", "C", "C", "H", "H", "H", "H", "H", "H"],
  "positions_angstrom": [[-1.076974, 0.204028, -0.106293], [-1.717737, 0.351462, -1.344553], [-1.839832, -0.048840, 1.166038], [1.405590, 1.006644, -0.309957], [1.464635, -0.221234, -0.484022], [0.178175, 1.547683, 0.103855], [0.185359, -1.098070, -0.189344], [0.089131, -1.829070, -0.969650], [2.367930, -0.635982, -1.107687], [0.039273, 1.732745, 1.215103], [-0.047146, 2.549894, -0.214932], [-0.052516, -1.510179, 0.852228], [-2.809618, -0.318658, 1.009161]],
  "forces_ev_per_a": [[0.944, -0.333, 1.359], [-1.586, 0.343, -2.992], [-0.530, 0.425, 0.503], [0.756, 1.931, -0.363], [0.266, -3.059, -1.045], [-1.074, -0.572, 3.416], [1.217, 1.242, 1.275], [-0.560, -0.270, -0.300], [-1.617, 0.477, 1.688], [0.892, -0.600, -0.777], [-0.334, 0.026, -1.293], [1.380, 0.222, -1.476], [0.245, 0.167, 0.005]],
  "energy_ha": -700.732344,
  "de_lowest_kj_mol": 411.8,
  "e_lumo_ev": 0.83,
  "smiles": "N=[S@]1(=O)CC=NC1",
  "orbital_gap_ev": 10.1,
  "homo_ev": -9.26
}


9.
{
  "formula": "C3H6N2OS",
  "method": "ωB97M-V with the def2-TZVPD basis set",
  "species": ["S", "O", "N", "N", "C", "C", "C", "H", "H", "H", "H", "H", "H"],
  "positions_angstrom": [[0.147806, 0.308282, -1.445831], [-0.937107, -0.499787, 0.911687], [1.866770, -0.364963, 1.161825], [1.518770, -0.691898, -1.197588], [2.143661, -0.871961, -0.098070], [-2.288199, 0.933802, -0.478636], [-1.022473, 0.128525, -0.145686], [2.416416, -0.701146, 1.913419], [0.855541, -0.090628, 1.274587], [-2.108337, 1.516099, -1.380203], [-2.578515, 1.525373, 0.390239], [-3.105193, 0.237936, -0.686048], [3.090859, -1.429632, -0.219694]],
  "forces_ev_per_a": [[0.707, -0.801, 0.849], [0.318, 0.639, -1.468], [-1.379, 0.148, -2.394], [-0.657, 0.253, -0.459], [0.238, 0.701, 1.042], [0.460, -0.664, -0.129], [-0.872, -0.004, 1.100], [0.127, -0.214, 0.665], [1.515, -0.649, 0.456], [-0.235, 0.332, 0.132], [0.175, 0.126, -0.184], [0.125, -0.050, 0.034], [-0.521, 0.182, 0.358]],
  "energy_ha": -700.838616,
  "de_lowest_kj_mol": 132.8,
  "e_lumo_ev": 0.89,
  "smiles": "CC(=O)S/N=C\\N",
  "orbital_gap_ev": 9.8,
  "homo_ev": -8.93
}


10.
{
  "formula": "C3H6N2OS",
  "method": "ωB97M-V with the def2-TZVPD basis set",
  "species": ["S", "O", "N", "N", "C", "C", "C", "H", "H", "H", "H", "H", "H"],
  "positions_angstrom": [[0.787328, -0.954797, -0.043244], [0.888234, 1.599149, -0.306848], [-2.269549, -1.341587, -0.263077], [-1.401751, 1.038177, 0.022728], [2.585228, -0.423977, 0.172978], [-2.405155, -0.066770, 0.199546], [-0.040100, 0.739906, -0.216534], [-1.629034, 1.940215, 0.269405], [2.575226, 0.307420, 1.095962], [3.123734, -1.377997, 0.036921], [-1.384413, -1.827195, -0.816831], [-3.480506, 0.212739, 0.673942], [2.650753, 0.154721, -0.824948]],
  "forces_ev_per_a": [[-1.059, 0.533, 0.293], [-4.107, -1.377, -0.007], [0.710, 3.285, 0.839], [0.454, -5.684, -0.653], [-2.383, 2.122, -1.554], [0.780, -3.281, -2.352], [4.054, 1.702, 1.038], [-0.413, 2.310, 0.543], [0.767, -1.946, -1.875], [-0.003, 0.645, 0.903], [-2.484, 2.715, 1.969], [3.005, -0.467, -1.100], [0.678, -0.559, 1.954]],
  "energy_ha": -700.758633,
  "de_lowest_kj_mol": 342.8,
  "e_lumo_ev": 0.54,
  "smiles": "[H]/N=C\\NC(=O)SC",
  "orbital_gap_ev": 9.9,
  "homo_ev": -9.37
}